Entry from the Open Molecules 2025 dataset: a 2-piece molecular cluster, C3H6N2O overall (ωB97M-V/def2-TZVPD).

The value obtained for the energy above the lowest of the compared OMol25 structures with the same formula, charge and spin is 290.8 kJ/mol. The LUMO energy is 0.70 eV. The calculation puts the HOMO-LUMO gap at 10.140 eV. The value obtained for the total energy is -8233.685 eV. As for the HOMO energy: -9.4 eV.

Structure (ORCA input):
```
! RIJCOSX wB97M-V def2-TZVPD def2/J DEFGRID3
* xyz 0 1
C -1.19 -0.01 0.46
N 0.27 -0.40 0.27
C 1.19 0.49 0.85
O 1.75 0.29 1.90
H -1.33 -0.10 1.53
H -1.44 1.02 0.13
H -1.90 -0.64 -0.10
H 0.49 -1.35 0.58
H 1.39 1.39 0.23
C 0.28 -0.25 -1.81
N -0.81 0.06 -2.09
H 1.31 -0.51 -1.93
*
```

=====

Entry from the Open Molecules 2025 dataset: C18H21N2OPbS4 as an isolated structure (ωB97M-V/def2-TZVPD).

The value obtained for the energy above the lowest of the compared OMol25 structures with the same formula, charge and spin is 107.3 kJ/mol. The LUMO energy is 2.80 eV. The calculation puts the HOMO-LUMO gap at 7.262 eV. The value obtained for the total energy is -72625.322 eV. As for the HOMO energy: -4.5 eV.

Structure (ORCA input):
```
! RIJCOSX wB97M-V def2-TZVPD def2/J DEFGRID3
* xyz -1 1
Pb -1.25 -0.72 -0.79
C 1.15 1.79 -1.45
N 1.05 1.01 -0.21
C 2.11 0.04 -0.07
C 1.84 -0.83 1.23
N 0.71 -1.79 1.15
C 0.34 -2.15 2.53
C 0.81 -2.93 0.36
C 2.05 -3.37 -0.21
C 2.11 -4.34 -1.20
C 0.98 -4.96 -1.60
C -0.23 -4.67 -0.97
C -0.40 -3.56 -0.11
S -1.92 -3.00 0.48
C 0.84 1.95 0.86
C 1.84 2.86 1.19
C 1.63 3.79 2.19
C 0.47 3.73 2.92
C -0.56 2.82 2.59
C -0.34 1.87 1.63
S -1.69 0.70 1.44
H 2.18 1.94 -1.90
H 0.64 2.72 -1.29
H 0.74 1.29 -2.36
H 3.10 0.50 0.03
H 2.03 -0.68 -0.92
H 1.55 -0.18 2.08
H 2.76 -1.37 1.47
H 1.19 -2.49 3.13
H -0.46 -2.92 2.44
H -0.05 -1.24 2.95
H 3.03 -3.01 0.21
H 3.11 -4.68 -1.56
H 1.08 -5.76 -2.31
H -1.11 -5.33 -1.13
H 2.76 2.88 0.65
H 2.38 4.42 2.58
H 0.36 4.50 3.67
H -1.46 2.79 3.22
C -5.02 3.09 -3.36
O -4.90 1.82 -2.74
C -3.77 1.28 -2.29
S -2.30 2.05 -2.51
S -3.99 -0.08 -1.37
H -6.11 3.19 -3.50
H -4.66 3.12 -4.39
H -4.61 3.89 -2.77
*
```

=====

Entry from the Open Molecules 2025 dataset: C34H33ClI3N6O11RbS as an isolated structure (ωB97M-V/def2-TZVPD).

The value obtained for the energy above the lowest of the compared OMol25 structures with the same formula, charge and spin is 130.2 kJ/mol. The LUMO energy is 3.21 eV. The calculation puts the HOMO-LUMO gap at 5.590 eV. The value obtained for the total energy is -115573.515 eV. As for the HOMO energy: -2.4 eV.

Structure (ORCA input):
```
! RIJCOSX wB97M-V def2-TZVPD def2/J DEFGRID3
* xyz -2 1
Rb 0.21 -0.37 -0.11
O -1.10 -1.31 5.29
C -1.35 -1.03 3.99
O -1.61 0.07 3.60
C -1.26 -2.29 3.18
O -1.61 -2.05 1.85
C -1.31 -3.19 1.03
C -1.82 -2.89 -0.43
O -2.97 -3.30 -0.68
O -1.00 -2.29 -1.17
H -1.13 -0.48 5.78
H -1.90 -3.05 3.64
H -0.22 -2.64 3.26
H -1.85 -4.06 1.41
H -0.23 -3.38 1.03
I 0.46 8.38 -2.80
C 0.72 6.48 -1.89
C 1.50 6.37 -0.75
C 1.64 5.13 -0.18
I 2.83 4.93 1.56
C 1.04 3.91 -0.66
O 1.20 2.80 -0.10
C 0.27 4.10 -1.87
C -0.40 2.92 -2.50
N -1.63 2.57 -1.79
C -2.47 1.64 -2.53
C -3.51 1.01 -1.64
C -4.87 1.20 -1.86
C -5.77 0.55 -1.03
C -5.29 -0.26 -0.03
C -3.91 -0.37 0.13
N -3.05 0.26 -0.65
C 0.12 5.35 -2.44
H 1.98 7.24 -0.33
H 0.26 2.05 -2.45
H -0.59 3.14 -3.56
H -2.16 3.42 -1.59
H -1.82 0.83 -2.89
H -2.95 2.10 -3.41
H -5.21 1.84 -2.66
H -6.84 0.68 -1.18
H -5.96 -0.81 0.62
H -3.48 -1.00 0.90
H -0.48 5.45 -3.34
Cl 5.67 -3.57 -4.62
C 4.71 -2.98 -3.27
C 4.51 -3.81 -2.18
C 3.78 -3.36 -1.10
I 3.47 -4.62 0.57
C 3.21 -2.07 -0.98
O 2.60 -1.67 0.03
C 3.40 -1.23 -2.18
N 2.84 -0.01 -2.15
C 2.98 0.80 -3.18
C 3.70 0.44 -4.33
C 4.28 -0.80 -4.39
C 4.16 -1.69 -3.30
H 4.93 -4.81 -2.19
H 2.52 1.78 -3.10
H 3.78 1.14 -5.16
H 4.83 -1.11 -5.27
C 4.09 6.42 5.20
C 3.59 5.03 4.83
S 3.84 3.95 6.25
O 5.26 3.78 6.45
O 3.05 4.45 7.35
C 3.11 2.38 5.76
C 3.69 1.83 4.46
N 3.08 0.56 4.12
C 1.98 0.42 3.35
N 1.65 -0.85 3.18
C 2.54 -1.57 3.88
C 3.43 -0.73 4.50
N 4.48 -1.09 5.36
O 4.59 -2.27 5.66
O 5.26 -0.22 5.76
C 1.24 1.55 2.74
H 3.97 7.09 4.35
H 5.14 6.38 5.47
H 3.53 6.81 6.05
H 4.16 4.61 4.01
H 2.53 5.02 4.60
H 2.04 2.58 5.69
H 3.31 1.72 6.60
H 4.76 1.70 4.57
H 3.49 2.51 3.64
H 2.54 -2.65 3.90
H 1.22 2.43 3.38
H 0.23 1.24 2.53
H 1.69 1.83 1.78
*
```